Molecular formula: C36H38F4InN7O2S
Method: DFT, ωB97M-V/def2-TZVPD

ORCA input file:
```
! wB97M-V def2-TZVPD RIJCOSX def2/J DEFGRID3
* xyz 2 1
In -0.24374 -0.09700 -0.58332
C 1.45978 -2.95014 4.77121
O 2.19944 -1.77210 4.37080
C 1.72484 -1.40675 3.17756
N 0.74605 -2.05450 2.68252
C 0.34790 -3.06208 3.71125
C -1.03737 -2.77377 4.23634
C -1.27458 -1.61686 4.97548
C -2.55140 -1.32304 5.42610
C -3.60377 -2.18786 5.14550
C -3.37116 -3.34970 4.42537
C -2.08932 -3.64112 3.97438
C 2.44769 -0.26177 2.56795
C 3.60877 0.17458 3.20127
C 4.32333 1.22222 2.65511
C 3.85881 1.78929 1.48458
C 2.68651 1.29091 0.93012
N 1.96770 0.29476 1.45146
C 2.17920 1.92745 -0.30424
N 1.06394 1.69144 -0.89530
C 0.90690 2.70070 -1.97642
C 2.31599 3.32335 -2.04137
O 2.95381 2.85700 -0.81819
C -0.15819 3.73008 -1.67584
C -0.59452 3.99627 -0.38582
C -1.51200 5.01339 -0.15702
C -1.99277 5.76905 -1.21516
C -1.55538 5.50770 -2.50658
C -0.64195 4.49075 -2.73557
H 1.08050 -2.78141 5.77488
H 2.14890 -3.79208 4.77444
H 0.35000 -4.05319 3.25115
H -0.45950 -0.93619 5.20119
H -2.72723 -0.42714 6.00692
H -4.59861 -1.96443 5.50674
H -4.18315 -4.03679 4.22682
H -1.90814 -4.55678 3.42158
H 3.93292 -0.31100 4.10920
H 5.22391 1.58619 3.12966
H 4.38001 2.60238 1.00238
H 0.67343 2.18442 -2.90660
H 2.29848 4.40820 -2.00630
H 2.91877 2.97566 -2.87751
H -0.22382 3.41245 0.44927
H -1.84891 5.21827 0.85076
H -2.70775 6.56038 -1.03574
H -1.93093 6.09169 -3.33626
H -0.31039 4.28236 -3.74802
C -1.79057 -3.32441 -0.86603
C -1.95942 -2.63320 0.47512
N -2.06160 -1.15064 0.39122
C -2.30092 -0.57072 1.75813
C -1.36637 0.58207 2.07149
C -3.18003 -0.78300 -0.51960
C -3.09914 0.68869 -0.87199
N -1.81802 0.92512 -1.53931
C -1.89403 1.17332 -2.90329
C -1.08382 0.50992 -3.81850
F -0.22269 -0.43164 -3.33191
C -1.10092 0.76392 -5.17527
F -0.27563 0.07164 -5.96346
C -1.96258 1.70261 -5.70245
C -2.78454 2.37574 -4.81653
F -3.61314 3.31618 -5.26698
C -2.74854 2.13433 -3.45587
F -3.52146 2.87172 -2.64861
H -1.50125 -4.36062 -0.69314
H -2.70967 -3.34301 -1.44774
H -1.01404 -2.86298 -1.48317
H -2.86177 -3.00344 0.97149
H -1.12583 -2.84493 1.13952
H -3.33853 -0.23993 1.81073
H -2.17735 -1.36206 2.49222
H -1.58653 0.99815 3.05536
H -0.32975 0.23370 2.09912
H -1.47053 1.40519 1.35498
H -3.07306 -1.34754 -1.44449
H -4.12678 -1.06116 -0.04855
H -3.94583 0.95482 -1.49828
H -3.18560 1.30535 0.02576
H -1.99576 1.90695 -6.76275
N 1.53320 -3.49878 0.23829
C 1.86878 -3.05795 -0.96017
N 2.36516 -3.89290 -1.86220
S 1.75552 -1.40104 -1.42040
H 1.65040 -4.47240 0.47628
H 1.34927 -2.83271 0.99228
H 2.58917 -4.85176 -1.64432
H 2.54415 -3.56685 -2.79843
*
```

Values from the calculation:
Energy: -2915.7582 hartree
Lowest unoccupied orbital energy: -5.65 eV
Frontier orbital gap: 0.2615 hartree

Löwdin analysis output, partial charges in e:
1 In 0.833
2 C -0.037
3 O 0.019
4 C -0.322
5 N 0.142
6 C -0.222
7 C -0.220
8 C -0.048
9 C -0.059
10 C -0.062
11 C -0.061
12 C -0.049
13 C -0.152
14 C 0.049
15 C 0.015
16 C 0.053
17 C -0.171
18 N 0.150
19 C -0.315
20 N 0.065
21 C -0.205
22 C 0.001
23 O 0.061
24 C -0.204
25 C -0.036
26 C -0.057
27 C -0.059
28 C -0.052
29 C -0.037
30 H 0.137
31 H 0.137
32 H 0.141
33 H 0.125
34 H 0.115
35 H 0.115
36 H 0.114
37 H 0.118
38 H 0.133
39 H 0.133
40 H 0.136
41 H 0.139
42 H 0.147
43 H 0.144
44 H 0.102
45 H 0.111
46 H 0.115
47 H 0.119
48 H 0.128
49 C -0.065
50 C -0.227
51 N -0.211
52 C -0.189
53 C -0.070
54 C -0.152
55 C -0.188
56 N -0.071
57 C -0.190
58 C -0.160
59 F -0.018
60 C -0.213
61 F 0.114
62 C 0.095
63 C -0.207
64 F 0.123
65 C -0.163
66 F 0.112
67 H 0.091
68 H 0.085
69 H 0.054
70 H 0.136
71 H 0.085
72 H 0.135
73 H 0.087
74 H 0.104
75 H 0.031
76 H 0.060
77 H 0.119
78 H 0.149
79 H 0.133
80 H 0.115
81 H 0.148
82 N 0.157
83 C -0.815
84 N 0.147
85 S 0.779
86 H 0.137
87 H 0.057
88 H 0.136
89 H 0.120



Molecular formula: C29H67BNO14
Method: DFT, ωB97M-V/def2-TZVPD

ORCA input file:
```
! wB97M-V def2-TZVPD RIJCOSX def2/J DEFGRID3
* xyz 0 2
C -4.37895 -1.44027 -3.78800
C -3.55561 -0.82625 -4.91778
C -3.45023 -1.83892 -6.06414
C -2.18631 -0.42298 -4.36078
C -1.28837 0.36397 -5.33078
C -0.24274 1.17945 -4.54837
O -0.79993 1.95944 -3.49934
C 0.01136 2.08280 -2.38758
O 0.13414 0.82435 -1.76293
C 0.66611 0.87654 -0.45070
C -0.30711 0.24416 0.53174
O -0.05143 0.82886 1.80307
B -0.38162 -0.56862 -6.24981
O 0.36779 -0.04690 -7.30017
O -0.32650 -1.91327 -6.04887
C -2.16102 1.23129 -6.27919
C -3.56064 1.61777 -5.77342
C -4.30008 2.34211 -6.89357
C -3.53709 2.55398 -4.55836
N -4.30646 0.37103 -5.39999
O -5.36573 0.08870 -6.05054
H -4.47603 -0.74287 -2.95402
H -3.89884 -2.35388 -3.43105
H -5.37542 -1.68839 -4.15197
H -2.69432 -2.58425 -5.81893
H -3.16368 -1.36827 -7.00575
H -4.40697 -2.33532 -6.21362
H -2.34259 0.18179 -3.46717
H -1.69362 -1.33917 -4.02651
H 0.50204 0.49848 -4.12036
H 0.27734 1.85994 -5.23863
H -0.47725 2.79745 -1.71872
H 1.01084 2.45751 -2.66437
H 0.84866 1.90654 -0.12669
H 1.62714 0.35512 -0.44179
H -1.32775 0.43922 0.18926
H -0.15605 -0.83970 0.57770
H -0.64761 0.43766 2.44818
H 0.95924 0.67101 -7.06308
H 0.24438 -2.33590 -6.70133
H -1.63597 2.16207 -6.51769
H -2.29646 0.71556 -7.23391
H -5.37246 2.32469 -6.71700
H -3.96449 3.38148 -6.90708
H -4.09975 1.90456 -7.87235
H -3.39146 2.02030 -3.62330
H -2.72942 3.27988 -4.65362
H -4.47899 3.10298 -4.51758
C 1.40228 -4.28382 3.69738
O 1.06638 -2.91002 3.69769
C 2.15655 -2.05740 4.01261
C 2.76662 -1.42942 2.78042
O 3.36922 -2.38840 1.92602
C 2.56101 -2.75743 0.82698
H 0.56947 -4.82116 3.24669
H 2.30999 -4.47705 3.12003
H 1.54782 -4.65309 4.71930
H 2.91782 -2.60535 4.57843
H 1.77373 -1.26078 4.65658
H 3.54700 -0.72938 3.09330
H 2.00193 -0.85804 2.24230
H 2.52040 -1.95480 0.08074
H 1.54194 -3.00263 1.13800
H 3.01550 -3.63481 0.36970
C 3.40126 -3.17180 7.81661
O 2.61239 -2.03832 7.51163
C 1.21810 -2.27630 7.55936
C 0.57133 -1.78363 8.83494
O 1.02649 -2.49117 9.97357
C 2.02602 -1.81079 10.70774
H 4.42850 -2.82707 7.92614
H 3.08305 -3.65673 8.74261
H 3.36083 -3.90348 7.00010
H 1.01023 -3.34505 7.43403
H 0.77204 -1.74717 6.71144
H -0.50922 -1.93547 8.75977
H 0.75565 -0.70971 8.95186
H 1.59938 -0.96983 11.26560
H 2.82123 -1.43734 10.05763
H 2.44691 -2.52322 11.41506
C 9.39627 -4.04085 4.48016
O 8.55573 -2.93760 4.20459
C 7.17727 -3.20888 4.38603
C 6.66039 -2.68714 5.70941
O 7.24866 -3.34112 6.82019
C 8.29818 -2.60884 7.42373
H 10.41800 -3.66652 4.51576
H 9.15065 -4.50749 5.43750
H 9.32508 -4.79617 3.68961
H 6.98670 -4.28550 4.31500
H 6.63082 -2.71518 3.57704
H 5.58222 -2.86926 5.75692
H 6.82430 -1.60562 5.77101
H 7.90678 -1.75791 7.99246
H 9.01112 -2.24027 6.68233
H 8.80936 -3.28328 8.10862
C -6.20058 8.60047 -4.97061
O -7.31763 7.73371 -4.94862
C -7.18934 6.61307 -5.80513
C -6.77843 5.36402 -5.05605
O -5.48420 5.48134 -4.49162
C -5.48265 5.78053 -3.10959
H -6.31332 9.29228 -4.13754
H -5.26156 8.05260 -4.85881
H -6.16693 9.17463 -5.90331
H -6.46454 6.82044 -6.60024
H -8.16299 6.43843 -6.27203
H -6.75946 4.52325 -5.75656
H -7.51593 5.13863 -4.27814
H -5.77039 4.90378 -2.51824
H -6.15988 6.60522 -2.87438
H -4.46564 6.06411 -2.84288
*
```

Values from the calculation:
Energy: -2277.9543 hartree
Lowest unoccupied orbital energy (alpha / beta): 0.32 / 0.31 eV
Frontier orbital gap (alpha / beta): 0.2898 / 0.3421 hartree
⟨S²⟩: 0.754

Results of the Löwdin charge analysis, in e, for atoms 1 through 99:
1 C -0.026
2 C -0.470
3 C -0.010
4 C -0.064
5 C -0.258
6 C -0.139
7 O -0.099
8 C -0.249
9 O -0.109
10 C -0.189
11 C -0.223
12 O -0.072
13 B -0.638
14 O 0.164
15 O 0.189
16 C -0.053
17 C -0.449
18 C -0.032
19 C -0.005
20 N -0.121
21 O -0.024
22 H 0.086
23 H 0.091
24 H 0.083
25 H 0.085
26 H 0.091
27 H 0.085
28 H 0.113
29 H 0.136
30 H 0.139
31 H 0.135
32 H 0.145
33 H 0.145
34 H 0.127
35 H 0.118
36 H 0.125
37 H 0.113
38 H 0.090
39 H 0.101
40 H 0.121
41 H 0.138
42 H 0.119
43 H 0.076
44 H 0.093
45 H 0.087
46 H 0.076
47 H 0.092
48 H 0.072
49 C -0.106
50 O -0.191
51 C -0.202
52 C -0.190
53 O -0.186
54 C -0.107
55 H 0.090
56 H 0.086
57 H 0.082
58 H 0.117
59 H 0.119
60 H 0.130
61 H 0.108
62 H 0.079
63 H 0.082
64 H 0.091
65 C -0.106
66 O -0.196
67 C -0.210
68 C -0.204
69 O -0.187
70 C -0.111
71 H 0.083
72 H 0.088
73 H 0.084
74 H 0.130
75 H 0.116
76 H 0.127
77 H 0.128
78 H 0.088
79 H 0.083
80 H 0.089
81 C -0.113
82 O -0.188
83 C -0.201
84 C -0.207
85 O -0.194
86 C -0.110
87 H 0.089
88 H 0.083
89 H 0.088
90 H 0.128
91 H 0.126
92 H 0.106
93 H 0.131
94 H 0.088
95 H 0.084
96 H 0.089
97 C -0.113
98 O -0.189
99 C -0.205



What is the energy in the second record? -2277.9543 hartree



The highest energy belongs to which entry? C29H67BNO14



Which of these has the lowest energy? C36H38F4InN7O2S